# 1
The following is a DFT calculation (the ωB97M-V functional and the def2-TZVPD basis) of a structure of composition C66H42I4MnN4O.

* total charge: -1
* HOMO (alpha / beta): -0.1456 / -0.1457 Eh

Atoms and positions in Å:
Mn (14.9028, 17.7303, 13.9486)
I (9.9996, 8.9034, 16.0918)
C (11.0251, 10.7243, 15.9379)
C (12.4102, 10.9062, 15.7360)
C (12.9656, 12.1490, 15.5056)
C (12.1233, 13.2696, 15.5712)
C (10.7645, 13.0792, 15.7249)
C (10.1925, 11.8373, 15.9190)
C (12.5932, 14.6309, 15.2113)
C (13.6668, 15.2280, 15.9913)
C (14.3106, 14.5323, 17.1021)
C (15.3666, 15.3143, 17.4867)
C (15.3787, 16.4044, 16.5298)
C (16.2823, 17.6109, 16.3877)
C (17.4818, 17.6597, 17.2550)
C (17.3222, 17.7946, 18.6248)
C (18.3341, 18.1610, 19.4468)
C (19.6036, 18.3580, 18.9446)
I (21.0389, 18.8413, 20.3487)
C (19.8047, 18.2361, 17.5903)
C (18.7393, 17.9521, 16.7690)
C (15.5510, 18.9085, 16.3713)
N (14.7681, 19.1602, 15.3289)
C (14.1298, 20.3387, 15.5207)
C (13.1277, 20.8480, 14.6320)
C (12.3245, 22.0367, 15.0114)
C (12.9312, 23.2957, 14.9869)
C (12.1559, 24.3829, 15.3729)
C (10.8612, 24.1351, 15.8601)
I (9.5488, 25.7318, 16.4520)
C (10.2340, 22.9276, 15.8427)
C (11.0294, 21.8537, 15.4571)
C (12.7259, 20.2089, 13.4553)
C (11.8711, 20.7920, 12.4913)
C (11.6434, 19.8473, 11.5373)
C (12.4657, 18.7372, 11.9153)
N (13.1159, 18.9475, 13.0204)
C (12.6159, 17.3956, 11.2348)
C (12.2579, 16.3177, 12.2691)
C (11.7081, 15.0049, 11.8627)
C (11.5650, 14.3309, 12.9912)
C (12.1016, 15.1594, 14.0536)
N (12.4212, 16.3956, 13.5198)
C (11.4874, 17.1841, 10.1754)
C (11.7654, 16.6796, 8.9397)
C (10.7461, 16.2326, 8.0968)
C (9.4460, 16.3925, 8.4685)
I (7.8891, 15.8413, 7.1155)
C (9.1127, 16.9277, 9.7087)
C (10.1550, 17.3348, 10.5492)
C (14.6599, 20.9495, 16.7145)
C (15.5089, 19.9564, 17.2833)
N (14.2952, 16.3154, 15.7186)
H (12.9961, 10.0150, 15.6935)
H (14.0193, 12.2310, 15.4615)
H (10.1102, 13.9301, 15.6495)
H (9.1243, 11.7843, 16.0834)
H (13.8207, 13.6893, 17.5922)
H (15.9613, 15.1658, 18.4311)
H (16.3650, 17.6683, 19.0597)
H (18.2255, 18.3068, 20.4962)
H (20.7469, 18.4030, 17.1130)
H (18.9447, 17.8355, 15.7374)
H (13.9741, 23.4314, 14.7038)
H (12.5146, 25.3978, 15.4683)
H (9.1923, 22.7859, 16.2436)
H (10.6177, 20.8606, 15.3484)
H (11.4971, 21.7830, 12.6299)
H (10.8843, 19.9516, 10.7737)
H (11.4478, 14.7032, 10.8222)
H (11.1670, 13.3209, 13.1239)
H (12.7196, 16.3830, 8.5622)
H (11.0361, 15.7909, 7.1512)
H (8.0926, 17.0298, 10.0624)
H (9.8913, 17.6344, 11.5681)
H (14.1841, 21.8728, 17.1099)
H (16.0617, 20.0224, 18.2347)
C (16.3592, 17.0298, 14.9976)
C (17.4483, 16.0388, 14.6164)
C (17.9752, 15.0914, 15.5204)
C (18.9725, 14.2425, 15.0528)
C (19.3691, 14.2074, 13.7265)
C (18.7101, 15.0420, 12.8071)
C (17.7745, 15.9248, 13.2917)
H (17.5917, 15.0808, 16.5001)
H (19.3686, 13.5359, 15.8354)
H (20.1368, 13.5381, 13.4146)
H (18.8310, 14.8421, 11.7258)
H (17.2856, 16.5365, 12.5622)
C (15.4749, 13.8420, 11.9808)
C (15.0008, 15.2797, 11.9230)
O (15.0255, 15.8036, 13.0908)
C (14.7193, 15.9103, 10.7473)
C (14.0953, 17.2821, 10.8060)
C (14.4034, 18.0674, 9.5970)
C (14.8428, 17.5290, 8.4782)
C (15.0823, 16.0693, 8.3119)
C (15.0439, 15.3406, 9.4564)
H (16.3787, 13.7793, 11.3557)
H (14.7303, 13.0643, 11.6991)
H (15.7569, 13.6102, 13.0678)
H (14.5442, 17.7462, 11.6591)
H (14.1280, 19.1350, 9.5717)
H (14.9540, 18.1806, 7.6540)
H (15.3985, 15.5949, 7.4168)
H (15.3116, 14.3150, 9.4221)
C (16.0185, 18.5124, 13.1534)
C (16.9908, 19.4592, 12.6477)
C (18.3277, 19.4147, 13.0103)
C (19.1736, 20.3736, 12.4987)
C (18.7048, 21.4700, 11.7204)
C (17.3284, 21.5467, 11.3757)
C (16.4926, 20.5090, 11.8755)
H (18.7450, 18.5986, 13.5641)
H (20.2364, 20.3311, 12.7346)
H (19.4020, 22.1819, 11.3436)
H (16.9582, 22.3413, 10.7852)
H (15.4609, 20.5620, 11.6300)

# 2
The following is a DFT calculation (the ωB97M-V functional and the def2-TZVPD basis) of a structure of composition C66H48N5O3S4V.

* total charge: +1
* spin multiplicity: 4
* HOMO (alpha / beta): -0.3232 / -0.3759 Eh

Atoms and positions in Å:
V (1.9358, 0.2691, 1.1642)
O (3.7330, 0.6789, -2.5121)
C (3.2750, 0.3155, -1.4280)
N (3.0785, 1.0315, -0.3278)
C (3.3493, 2.4400, -0.3370)
C (2.9888, 3.0358, 1.0062)
C (3.3586, 4.3386, 1.3260)
C (3.0198, 4.8636, 2.5578)
C (2.3182, 4.0718, 3.4581)
C (1.9903, 2.7882, 3.0760)
N (2.3105, 2.2754, 1.8822)
C (2.8777, -1.1411, -1.2194)
C (3.2278, -2.0983, -2.1542)
C (2.8893, -3.4218, -1.9183)
C (2.2118, -3.7459, -0.7537)
C (1.8951, -2.7321, 0.1341)
N (2.2124, -1.4542, -0.0895)
H (4.4011, 2.6652, -0.5530)
H (2.7761, 2.9634, -1.1170)
H (3.9133, 4.9233, 0.6037)
H (3.3047, 5.8743, 2.8192)
H (2.0343, 4.4363, 4.4348)
H (1.4408, 2.1299, 3.7397)
H (3.7576, -1.7737, -3.0390)
H (3.1474, -4.1912, -2.6346)
H (1.9148, -4.7614, -0.5323)
H (1.3439, -2.9404, 1.0444)
S (-3.5521, 0.4026, 3.3722)
C (-5.0687, -0.1471, 3.9266)
C (-4.9622, -1.3169, 4.6152)
C (-3.6217, -1.7757, 4.7002)
C (-2.7383, -0.9472, 4.0684)
C (-1.2797, -1.0637, 3.9898)
C (-0.6033, -0.5675, 2.8616)
N (0.7085, -0.5379, 2.7410)
C (1.4541, -1.0500, 3.7559)
C (0.8801, -1.6025, 4.9055)
C (1.7402, -2.0942, 5.9474)
C (3.0823, -2.0102, 5.8391)
C (3.6967, -1.4397, 4.6715)
C (5.0845, -1.3135, 4.5177)
C (5.6110, -0.7657, 3.3651)
C (4.7003, -0.3523, 2.3729)
N (3.3921, -0.4510, 2.4948)
C (2.8820, -0.9855, 3.6308)
C (7.0539, -0.6098, 3.1582)
C (8.0705, -1.0969, 3.9339)
C (9.3550, -0.7544, 3.4438)
C (9.2929, -0.0127, 2.3043)
S (7.6836, 0.2731, 1.8195)
C (-0.5193, -1.5988, 5.0065)
H (-5.9606, 0.4213, 3.7170)
H (-5.8075, -1.8326, 5.0464)
H (-3.3270, -2.6917, 5.1926)
H (-1.1717, -0.1656, 2.0339)
H (1.2846, -2.5239, 6.8304)
H (3.7222, -2.3728, 6.6334)
H (5.7330, -1.6430, 5.3195)
H (5.0426, 0.0686, 1.4335)
H (7.9150, -1.6923, 4.8218)
H (10.2809, -1.0486, 3.9143)
H (10.1105, 0.3793, 1.7219)
H (-0.9913, -1.9730, 5.9070)
C (0.0899, -3.5034, -6.6664)
C (-0.1585, -3.1769, -5.2211)
C (0.4153, -2.0543, -4.6372)
C (0.1965, -1.7597, -3.2987)
C (-0.6189, -2.5868, -2.5482)
C (-1.1937, -3.7237, -3.1030)
C (-0.9579, -4.0113, -4.4336)
S (-0.9101, -2.1543, -0.8451)
O (-0.7800, -3.3798, -0.0071)
C (-2.6821, -1.8194, -0.9507)
C (-3.5367, -2.6995, -0.2605)
C (-4.8747, -2.4406, -0.2235)
C (-5.4044, -1.2734, -0.8242)
C (-6.7845, -0.9600, -0.7389)
C (-7.2801, 0.1730, -1.3141)
C (-6.4182, 1.0493, -2.0115)
C (-5.0858, 0.7734, -2.1175)
C (-4.5396, -0.3941, -1.5210)
C (-3.1498, -0.7016, -1.5924)
C (-2.2396, 0.1413, -2.4230)
C (-2.2496, -0.0380, -3.8436)
C (-3.0815, -0.9991, -4.4664)
C (-3.0380, -1.1822, -5.8197)
C (-2.1682, -0.4127, -6.6186)
C (-1.3476, 0.5148, -6.0422)
C (-1.3606, 0.7166, -4.6428)
C (-0.4632, 1.6300, -4.0290)
C (-0.4495, 1.7878, -2.6807)
C (-1.3554, 1.0441, -1.8885)
S (-1.2180, 1.2037, -0.1196)
O (0.2708, 1.2180, 0.1051)
C (-1.7529, 2.8841, 0.0980)
C (-0.8321, 3.9109, 0.2018)
C (-1.2928, 5.2044, 0.3996)
C (-2.6540, 5.4782, 0.4952)
C (-3.1488, 6.8786, 0.7228)
C (-3.5578, 4.4197, 0.3947)
C (-3.1170, 3.1222, 0.2072)
H (0.3347, -2.6079, -7.2368)
H (-0.7821, -3.9738, -7.1203)
H (0.9260, -4.1989, -6.7656)
H (1.0369, -1.3955, -5.2325)
H (0.6417, -0.8764, -2.8513)
H (-1.8176, -4.3681, -2.4950)
H (-1.4086, -4.8896, -4.8804)
H (-3.1021, -3.5622, 0.2285)
H (-5.5475, -3.1139, 0.2926)
H (-7.4391, -1.6408, -0.2078)
H (-8.3348, 0.4035, -1.2434)
H (-6.8216, 1.9427, -2.4700)
H (-4.4341, 1.4493, -2.6569)
H (-3.7463, -1.6005, -3.8599)
H (-3.6746, -1.9244, -6.2835)
H (-2.1515, -0.5623, -7.6904)
H (-0.6663, 1.1020, -6.6456)
H (0.2280, 2.1843, -4.6520)
H (0.2559, 2.4533, -2.1991)
H (0.2274, 3.6935, 0.1451)
H (-0.5796, 6.0159, 0.4804)
H (-2.3410, 7.6034, 0.6373)
H (-3.5864, 6.9773, 1.7177)
H (-3.9212, 7.1424, -0.0003)
H (-4.6206, 4.6153, 0.4735)
H (-3.8251, 2.3032, 0.1362)

# 3
The following is a DFT calculation (the ωB97M-V functional and the def2-TZVPD basis) of a structure of composition C66H59As2OP2ReS.

* total charge: +3
* spin multiplicity: 4
* HOMO (alpha / beta): -0.5565 / -0.5555 Eh

Atoms and positions in Å:
Re (0.5670, -0.1704, 0.1550)
C (-1.1987, 5.7055, -2.6821)
C (-2.1709, 4.6806, -2.0615)
C (-3.6081, 5.2152, -2.1778)
C (-2.0173, 3.3718, -2.8116)
C (-2.5088, 3.2125, -4.1041)
C (-2.2818, 2.0566, -4.8299)
C (-1.4901, 1.0465, -4.3089)
C (-0.9838, 1.1758, -3.0224)
P (0.2699, 0.0347, -2.3666)
C (1.7688, 0.6486, -3.2132)
C (2.8751, -0.1965, -3.3283)
C (3.9472, 0.1602, -4.1292)
C (3.9454, 1.3791, -4.7875)
C (2.8749, 2.2466, -4.6310)
C (1.7870, 1.8860, -3.8557)
C (-0.1654, -1.4733, -3.2999)
C (0.6531, -2.0728, -4.2521)
C (0.2022, -3.1739, -4.9585)
C (-1.0697, -3.6751, -4.7385)
C (-1.8972, -3.0721, -3.8021)
C (-1.4469, -1.9825, -3.0784)
C (-1.2878, 2.3131, -2.2695)
O (-0.8072, 2.2977, -0.9887)
C (-1.2168, 3.3029, -0.1580)
C (-1.0059, 3.0640, 1.1994)
C (-1.3286, 4.0424, 2.1342)
C (-1.8237, 5.2571, 1.6949)
C (-2.0757, 5.4622, 0.3496)
C (-1.8142, 4.4825, -0.6037)
P (-0.5753, 1.3913, 1.7690)
C (-2.2109, 0.8125, 2.3359)
C (-3.3851, 1.4671, 1.9505)
C (-4.6060, 1.0533, 2.4551)
C (-4.6809, -0.0125, 3.3385)
C (-3.5274, -0.6942, 3.6908)
C (-2.3025, -0.2881, 3.1903)
C (0.4200, 1.8311, 3.2389)
C (0.2635, 1.2776, 4.5073)
C (0.9596, 1.8061, 5.5852)
C (1.8237, 2.8752, 5.4154)
C (2.0211, 3.4027, 4.1487)
C (1.3308, 2.8814, 3.0701)
H (-1.4282, 5.8443, -3.7342)
H (-0.1664, 5.3710, -2.5941)
H (-1.2956, 6.6658, -2.1837)
H (-3.8554, 5.4240, -3.2127)
H (-3.7186, 6.1476, -1.6338)
H (-4.3241, 4.4957, -1.7868)
H (-3.0715, 4.0133, -4.5554)
H (-2.6977, 1.9542, -5.8195)
H (-1.2614, 0.1751, -4.9017)
H (2.9120, -1.1368, -2.7893)
H (4.7880, -0.5092, -4.2322)
H (4.7823, 1.6545, -5.4087)
H (2.8824, 3.2008, -5.1337)
H (0.9511, 2.5622, -3.7610)
H (1.6305, -1.6779, -4.4781)
H (0.8468, -3.6221, -5.6993)
H (-1.4251, -4.5129, -5.3179)
H (-2.9024, -3.4368, -3.6530)
H (-2.1133, -1.4752, -2.3823)
H (-1.2064, 3.8508, 3.1887)
H (-2.0397, 6.0354, 2.4096)
H (-2.4934, 6.4043, 0.0362)
H (-3.3602, 2.3077, 1.2751)
H (-5.5044, 1.5716, 2.1575)
H (-5.6328, -0.3017, 3.7557)
H (-3.5725, -1.5352, 4.3673)
H (-1.4116, -0.8257, 3.4748)
H (-0.4232, 0.4652, 4.6862)
H (0.8063, 1.3912, 6.5702)
H (2.3276, 3.3027, 6.2671)
H (2.6981, 4.2302, 4.0078)
H (1.4569, 3.3313, 2.0960)
S (1.3443, -1.2963, 2.1201)
C (0.2243, -2.4677, 2.7933)
C (0.4422, -2.9900, 4.0658)
C (-0.5043, -3.8308, 4.6261)
C (-1.6644, -4.1433, 3.9296)
C (-1.8611, -3.6542, 2.6456)
C (-0.9155, -2.8227, 2.0645)
As (-0.9734, -2.2180, 0.2250)
C (0.1435, -3.6601, -0.4598)
C (-0.1553, -4.9818, -0.1311)
C (0.6379, -6.0106, -0.6088)
C (1.7416, -5.7278, -1.3993)
C (2.0812, -4.4131, -1.6754)
C (1.2885, -3.3844, -1.1977)
C (-2.8288, -2.6465, -0.2152)
C (-3.8342, -1.8085, 0.2590)
C (-5.1630, -2.1580, 0.0812)
C (-5.4895, -3.3316, -0.5817)
C (-4.4885, -4.1601, -1.0641)
C (-3.1564, -3.8215, -0.8851)
H (1.3359, -2.7224, 4.6075)
H (-0.3421, -4.2400, 5.6117)
H (-2.4165, -4.7675, 4.3854)
H (-2.7629, -3.9018, 2.0951)
H (-0.9971, -5.2023, 0.5177)
H (0.4000, -7.0343, -0.3642)
H (2.3463, -6.5327, -1.7846)
H (2.9632, -4.1991, -2.2629)
H (1.5700, -2.3460, -1.3967)
H (-3.5692, -0.8887, 0.7688)
H (-5.9445, -1.5133, 0.4558)
H (-6.5245, -3.5977, -0.7285)
H (-4.7461, -5.0704, -1.5850)
H (-2.3743, -4.4650, -1.2725)
C (4.5123, 0.5695, -0.8790)
As (2.9400, 0.9392, 0.2273)
C (2.8571, 2.8557, -0.1959)
C (3.8637, 0.9155, 2.0071)
C (4.3757, -0.4018, 2.4908)
C (3.8649, -0.9619, 3.6722)
C (4.3595, -2.1572, 4.1633)
C (5.3701, -2.8251, 3.4869)
C (5.8961, -2.2741, 2.3215)
C (5.4139, -1.0727, 1.8408)
H (5.3645, 1.0402, -0.3838)
H (4.3974, 1.0374, -1.8532)
H (4.7108, -0.4935, -1.0120)
H (3.5327, 3.4151, 0.4551)
H (1.8456, 3.2522, -0.1002)
H (3.1843, 2.9943, -1.2295)
H (3.1808, 1.3366, 2.7475)
H (4.7039, 1.6039, 1.8568)
H (3.1050, -0.4265, 4.2267)
H (3.9744, -2.5660, 5.0857)
H (5.7684, -3.7488, 3.8762)
H (6.6904, -2.7847, 1.7990)
H (5.8807, -0.6339, 0.9727)

no.,total energy (eV),F_max (eV/Å)
1,-140848.8537,3.30
2,-151843.4679,0.71
3,-224644.5011,1.79